No. 1
ORCA calculation (the ωB97M-V functional and the def2-TZVPD basis) on a cluster of 13 separate species, H25O13 in total in a non-equilibrium geometry.

XYZ file:
```
38
Properties=species:S:1:pos:R:3:mulliken_spin:R:1
O -1.458 -0.622 -0.177 0.076
H -1.394 0.339 -0.170 -0.003
H 1.347 -0.536 2.931 -0.002
O 0.609 3.732 0.653 0.000
H 0.868 3.105 1.337 0.000
H -2.145 0.395 3.533 0.001
O -0.934 -1.419 2.030 0.950
H -1.293 -2.281 2.315 -0.024
O 2.741 1.145 0.913 0.000
H 2.028 1.402 1.522 0.000
H 3.351 1.856 1.155 0.000
O 1.219 0.396 3.137 -0.001
H 3.373 -0.210 3.018 0.000
H 0.420 0.602 3.628 0.002
O 1.170 0.067 -1.509 0.000
H 1.765 0.021 -0.753 0.000
H 0.774 -0.810 -1.526 0.000
O -2.405 -2.574 -1.647 0.000
H -1.474 -2.522 -1.905 0.000
H -1.566 -0.947 0.766 -0.008
O -1.619 0.986 2.987 0.025
H -1.023 0.460 2.450 -0.016
H 3.648 -0.441 1.673 0.000
O 3.636 -0.981 2.491 0.000
H -2.396 -1.750 -1.107 -0.002
H 1.450 3.795 0.185 0.000
O -2.349 -0.780 -3.506 0.000
H -2.054 -1.689 -3.510 0.000
H -2.575 -0.541 -2.610 0.000
O 1.748 -2.450 0.361 0.003
H 2.237 -2.912 1.051 0.001
H 1.054 -1.978 0.831 -0.002
O -2.889 2.187 -2.374 0.000
H -2.091 2.469 -1.921 0.000
H -2.664 1.540 -3.047 0.000
O -0.180 0.263 -4.762 0.000
H 0.086 0.810 -4.014 0.000
H -1.014 -0.127 -4.431 0.000
```

Calculated values
HOMO level (alpha / beta) = -10.344 / -10.344 eV
total energy = -27020.00376 eV
⟨S²⟩ = 0.754
orbital gap (alpha / beta) = 9.6 / 5.3 eV
multiplicity = 2
relative energy (zero: lowest compared OMol25 entry of this formula, charge and spin) = 0.00 kcal per mole

---

No. 2
ORCA calculation (the ωB97M-V functional and the def2-TZVPD basis) on a structure of composition C22H45O16Zn in a non-equilibrium geometry.

XYZ file:
```
84
Properties=species:S:1:pos:R:3:lowdin_charge:R:1
Zn -2.461 -1.178 -2.486 1.185
C -0.507 -0.482 -0.176 -0.248
O -1.578 -0.305 -1.051 -0.387
H 0.011 -1.447 -0.226 0.059
H 0.290 0.259 -0.307 0.063
H -0.834 -0.417 0.866 0.053
C 2.291 -0.934 5.107 -0.025
O 3.162 -1.963 4.644 0.012
C 2.802 -2.881 3.758 -0.618
O 3.439 -3.857 3.514 0.163
O 1.657 -2.508 3.162 -0.035
C 1.134 -3.284 2.106 -0.043
H 1.345 -1.364 5.430 0.101
H 2.196 -0.199 4.308 0.082
H 2.739 -0.430 5.959 0.100
H 0.273 -2.741 1.718 0.061
H 0.752 -4.259 2.413 0.104
H 1.887 -3.433 1.332 0.096
C -3.486 1.391 1.235 -0.050
O -3.911 2.144 2.368 0.008
C -5.100 2.728 2.234 -0.626
O -5.916 2.494 1.383 0.127
O -5.225 3.667 3.159 0.005
C -6.501 4.276 3.360 -0.020
H -2.548 0.916 1.509 0.072
H -3.261 2.042 0.388 0.090
H -4.251 0.655 0.997 0.093
H -6.302 5.241 3.821 0.096
H -7.000 3.719 4.156 0.101
H -7.093 4.339 2.454 0.095
C 0.198 1.529 -3.516 0.013
O 0.622 0.514 -4.442 0.042
C -0.140 -0.528 -4.607 -0.595
O -1.164 -0.737 -3.952 0.009
O 0.261 -1.300 -5.556 0.063
C 1.144 -0.850 -6.592 0.020
H -0.828 1.851 -3.663 0.106
H 0.882 2.366 -3.619 0.112
H 0.377 1.152 -2.509 0.075
H 2.008 -0.347 -6.162 0.101
H 0.653 -0.109 -7.224 0.112
H 1.468 -1.701 -7.176 0.110
C 2.008 -2.289 -2.255 -0.020
O 2.344 -2.388 -3.634 -0.005
C 3.613 -2.178 -3.986 -0.615
O 4.485 -1.757 -3.282 0.143
O 3.777 -2.602 -5.235 -0.003
C 5.048 -2.345 -5.833 -0.026
H 2.832 -1.927 -1.646 0.097
H 1.779 -3.302 -1.919 0.106
H 1.111 -1.682 -2.145 0.062
H 4.843 -2.300 -6.901 0.095
H 5.768 -3.136 -5.641 0.103
H 5.470 -1.385 -5.542 0.099
C -2.852 -1.880 2.564 -0.021
C -2.817 -3.314 3.059 -0.500
O -2.600 -3.531 4.226 0.087
C -3.118 -4.436 2.102 -0.018
H -3.211 -1.245 3.374 0.095
H -3.515 -1.737 1.712 0.070
H -1.831 -1.549 2.364 0.058
H -3.978 -4.150 1.491 0.077
H -3.375 -5.335 2.656 0.088
H -2.278 -4.662 1.441 0.080
C -1.938 4.935 0.142 -0.004
C -1.279 4.004 -0.856 -0.490
O -1.651 3.944 -2.003 0.070
C -0.091 3.221 -0.316 -0.011
H -1.179 5.554 0.623 0.089
H -2.434 4.384 0.944 0.081
H -2.618 5.568 -0.422 0.091
H 0.526 2.844 -1.128 0.062
H -0.446 2.353 0.240 0.072
H 0.436 3.967 0.275 0.083
C 3.031 2.617 2.053 -0.022
C 3.912 1.388 2.082 -0.508
O 4.838 1.325 2.847 0.090
C 3.447 0.214 1.247 -0.012
H 3.615 3.514 2.245 0.089
H 2.278 2.509 2.839 0.092
H 2.490 2.764 1.116 0.053
H 2.370 0.353 1.145 0.061
H 3.820 -0.748 1.583 0.086
H 3.886 0.395 0.256 0.094
```

Calculated values
HOMO level = -11.503 eV
total energy = -104712.12264 eV
orbital gap = 4.7 eV
net charge = +1
relative energy (zero: lowest compared OMol25 entry of this formula, charge and spin) = 72.25 kcal per mole

---

No. 3
ORCA calculation (the ωB97M-V functional and the def2-TZVPD basis) on a cluster of 3 separate species, C8H12ClO8 in total in a non-equilibrium geometry.

XYZ file:
```
29
Properties=species:S:1:pos:R:3:nbo_charge:R:1
Cl 3.535 17.871 -19.845 2.551
O 2.863 18.182 -21.084 -0.894
O 2.781 16.858 -19.161 -0.881
O 4.868 17.409 -20.149 -0.880
O 3.647 19.039 -18.989 -0.891
O -1.067 19.425 -17.713 -0.565
C -0.952 19.099 -18.859 0.789
O -0.748 19.981 -19.831 -0.488
C -0.805 19.354 -21.128 -0.062
C -0.747 17.837 -20.925 -0.454
C -1.063 17.690 -19.417 -0.527
H 0.011 19.814 -21.685 0.205
H -1.767 19.665 -21.554 0.156
H 0.294 17.533 -21.049 0.259
H -1.414 17.404 -21.662 0.204
H -0.461 17.026 -18.803 0.261
H -2.090 17.338 -19.279 0.217
O 0.324 21.417 -16.021 -0.552
C 1.491 21.631 -16.141 0.787
O 2.435 20.684 -15.967 -0.479
C 3.762 21.220 -16.171 -0.076
C 3.547 22.615 -16.768 -0.434
C 2.141 22.987 -16.364 -0.531
H 4.281 20.641 -16.933 0.229
H 4.245 21.250 -15.198 0.168
H 3.675 22.628 -17.847 0.223
H 4.278 23.281 -16.297 0.201
H 1.579 23.428 -17.186 0.237
H 2.057 23.571 -15.450 0.225
```

Calculated values
HOMO level = -5.941 eV
total energy = -37388.00032 eV
orbital gap = 9.1 eV
net charge = -1
relative energy (zero: lowest compared OMol25 entry of this formula, charge and spin) = 11.53 kcal per mole

---

No. 4
ORCA calculation (the ωB97M-V functional and the def2-TZVPD basis) on a structure of composition C21H32ClFN2NbO4 in a non-equilibrium geometry.

XYZ file:
```
62
Properties=species:S:1:pos:R:3:nbo_charge:R:1
C 0.495 -2.384 2.993 -0.604
C 1.131 -1.018 2.790 -0.396
C 0.323 -0.114 1.861 -0.405
C 0.574 -0.381 0.359 -0.620
C 1.791 0.477 -0.040 -0.607
Nb -1.215 -0.026 -1.034 1.868
Cl -0.029 1.409 -2.603 -0.360
C -1.587 1.784 0.316 -0.545
O -0.665 2.865 0.129 -0.309
O -1.369 4.101 -0.079 -0.470
C -0.685 -1.941 -2.194 -1.034
C 0.017 -1.824 -3.481 0.793
O -0.464 -2.004 -4.560 -0.621
O 1.325 -1.474 -3.407 -0.692
C -2.379 -1.329 0.360 -0.486
C -2.102 -2.681 0.548 -0.166
C -2.853 -3.413 1.451 -0.281
C -3.853 -2.772 2.162 0.021
N -4.154 -1.486 2.015 -0.438
C -3.432 -0.806 1.121 0.056
C -3.163 0.539 -2.087 -0.204
F -4.294 0.667 -1.215 -0.420
C -3.589 -0.327 -3.267 -0.447
C -3.080 0.227 -4.594 -0.601
H 0.261 -2.848 2.037 0.200
H -0.415 -2.311 3.581 0.203
H 1.168 -3.063 3.516 0.194
H 2.159 -1.128 2.443 0.187
H 1.204 -0.532 3.766 0.188
H 0.620 0.916 2.061 0.200
H -0.727 -0.197 2.134 0.205
H 0.919 -1.420 0.297 0.191
H 1.564 1.537 0.013 0.221
H 2.165 0.228 -1.030 0.192
H 2.600 0.265 0.666 0.184
H -2.587 2.129 0.041 0.210
H -1.644 1.544 1.380 0.185
H -1.578 4.046 -1.022 0.450
H -0.009 -2.474 -1.521 0.233
H -1.547 -2.588 -2.326 0.254
H 1.614 -1.540 -2.491 0.475
H -1.307 -3.177 0.013 0.205
H -2.667 -4.463 1.621 0.204
H -4.434 -3.331 2.884 0.175
H -3.706 0.229 0.992 0.203
H -3.017 1.552 -2.473 0.174
H -3.336 -1.378 -3.157 0.204
H -4.678 -0.275 -3.289 0.211
H -2.015 0.432 -4.574 0.223
H -3.328 -0.429 -5.422 0.207
H -3.586 1.177 -4.777 0.187
N 6.321 1.322 1.483 -0.422
C 5.750 1.831 0.393 0.035
C 4.962 2.973 0.399 -0.253
C 4.748 3.618 1.606 -0.166
C 5.330 3.097 2.750 -0.263
C 6.105 1.953 2.634 0.028
H 5.931 1.293 -0.530 0.193
H 4.520 3.338 -0.517 0.226
H 4.133 4.506 1.653 0.219
H 5.186 3.564 3.715 0.215
H 6.578 1.516 3.507 0.186
```

Calculated values
HOMO level = -5.138 eV
total energy = -50252.74126 eV
orbital gap = 6.9 eV
net charge = -1

---

No. 5
ORCA calculation (the ωB97M-V functional and the def2-TZVPD basis) on a cluster of 2 separate species, C10H17N in total in a non-equilibrium geometry.

XYZ file:
```
28
Properties=species:S:1:pos:R:3:nbo_charge:R:1
C 0.551 -2.381 -0.572 -0.639
C -0.010 -1.977 0.798 -0.421
C -0.136 -0.513 1.242 -0.400
C -0.649 -0.564 2.735 -0.371
C -0.370 0.667 3.387 -0.611
C -0.138 2.172 -3.464 0.034
C 0.726 1.167 -3.277 -0.283
C 0.932 0.764 -1.998 -0.150
C 0.190 1.208 -0.993 -0.293
C -0.787 2.091 -1.245 0.036
H 0.162 -1.800 -1.412 0.213
H 1.775 -2.498 -0.643 0.200
H 0.351 -3.422 -1.224 0.226
H 0.664 -2.443 1.590 0.205
H -1.072 -2.283 0.705 0.210
H 0.907 -0.121 1.064 0.193
H -0.888 0.023 0.667 0.203
H -0.358 -1.538 3.205 0.206
H -1.847 -0.570 2.561 0.179
H -0.494 1.389 2.584 0.207
H -0.812 0.892 4.353 0.220
H 0.743 0.562 3.580 0.194
H -0.354 2.437 -4.541 0.191
H 1.521 0.822 -3.883 0.218
H 1.718 -0.018 -2.043 0.218
H 0.242 0.825 -0.074 0.224
H -1.691 2.384 -0.633 0.208
N -0.874 2.724 -2.471 -0.417
```

Calculated values
HOMO level = -9.586 eV
total energy = -12131.51617 eV
orbital gap = 10.4 eV
SMILES string = c1ccncc1.CCCCC
relative energy (zero: lowest compared OMol25 entry of this formula, charge and spin) = 126.91 kcal per mole

---

No. 6
ORCA calculation (the ωB97M-V functional and the def2-TZVPD basis) on a structure of composition AsB3F6H12Sn in a non-equilibrium geometry.

XYZ file:
```
23
Properties=species:S:1:pos:R:3:nbo_charge:R:1
Sn 19.388 -24.015 21.204 1.494
B 16.606 -23.226 20.181 -0.737
H 17.110 -24.201 19.809 -0.065
H 15.662 -23.518 20.757 -0.004
H 17.293 -22.667 20.929 0.000
H 16.345 -22.472 19.362 0.005
B 20.389 -22.042 19.035 -0.861
H 20.806 -21.754 20.064 0.032
H 19.285 -21.738 19.078 0.015
H 20.891 -21.411 18.223 0.019
H 20.435 -23.189 18.856 -0.068
B 19.967 -21.101 22.693 -0.792
H 19.790 -20.085 23.191 0.016
H 19.051 -21.350 22.031 -0.014
H 20.936 -21.035 22.085 -0.043
H 20.069 -21.939 23.476 -0.023
As 17.480 -23.447 25.397 2.823
F 16.235 -22.220 24.998 -0.640
F 17.930 -23.389 23.679 -0.643
F 18.765 -24.578 25.792 -0.630
F 16.912 -23.389 27.048 -0.634
F 16.329 -24.722 25.010 -0.633
F 18.527 -22.027 25.661 -0.617
```

Calculated values
HOMO level = -2.615 eV
total energy = -85196.89081 eV
orbital gap = 6.6 eV
net charge = -2
relative energy (zero: lowest compared OMol25 entry of this formula, charge and spin) = 46.18 kcal per mole

---

No. 7
ORCA calculation (the ωB97M-V functional and the def2-TZVPD basis) on a cluster of 6 separate species, C4H19NO7 in total in a non-equilibrium geometry.

XYZ file:
```
31
Properties=species:S:1:pos:R:3:nbo_charge:R:1
C -1.149 3.279 0.564 -0.069
O -0.482 3.661 -0.650 -0.748
C 0.024 2.778 1.461 -0.428
C 1.079 2.011 0.605 -0.527
C 0.512 0.746 0.054 0.708
N 1.437 0.000 -0.566 -0.788
O -0.643 0.301 0.174 -0.732
H -1.990 2.601 0.446 0.181
H -1.532 4.254 0.859 0.185
H -0.719 3.094 -1.398 0.470
H -0.611 2.196 2.186 0.220
H 0.392 3.586 2.070 0.221
H 2.019 1.799 1.185 0.246
H 1.418 2.650 -0.222 0.267
H 2.305 0.347 -0.899 0.405
H 1.093 -0.911 -0.994 0.423
H 0.462 -3.249 1.568 0.488
H 1.648 -3.037 2.573 0.466
O 0.887 -3.590 2.396 -0.964
H -1.064 -1.800 -2.643 0.479
H -0.643 -0.436 -2.963 0.465
O -0.322 -1.353 -3.054 -0.939
H -1.208 -2.920 0.818 0.489
H -0.843 -1.437 0.261 0.518
O -0.530 -2.338 0.445 -1.009
H 2.109 -3.456 0.816 0.471
H 1.904 -2.914 -0.595 0.462
O 2.576 -3.257 -0.016 -0.949
H -2.118 0.222 -0.878 0.487
H -3.582 0.198 -0.392 0.472
O -3.005 -0.063 -1.118 -0.972
```

Calculated values
HOMO level = -10.579 eV
total energy = -20278.87141 eV
orbital gap = 10.8 eV
SMILES string = NC(=O)CCCO.O.O.O.O.O
relative energy (zero: lowest compared OMol25 entry of this formula, charge and spin) = 36.62 kcal per mole